# 1
{"formula": "C3H10N2O", "method": "the ωB97M-V functional and the def2-TZVPD basis", "smiles": "C=CN.NCO", "total_charge": 0, "symbols": ["C", "C", "N", "H", "H", "H", "H", "H", "N", "C", "O", "H", "H", "H", "H", "H"], "xyz": [[1.3444, 1.1471, 1.2155], [2.1520, 0.4372, 0.4388], [1.8480, -0.0400, -0.8280], [1.7596, 1.5598, 2.1242], [0.3617, 1.4554, 0.8871], [3.1499, 0.2278, 0.8056], [2.5515, -0.5221, -1.3529], [0.9068, -0.3868, -0.9361], [-1.7820, -0.4879, 0.9922], [-1.8815, 0.0570, -0.3436], [-1.2036, -0.7441, -1.3240], [-2.2909, -1.3734, 0.9994], [-0.8008, -0.7538, 1.0994], [-2.9241, 0.2212, -0.6126], [-1.3741, 1.0197, -0.3661], [-1.8141, -1.3322, -1.7829]], "lowdin_charge": [-0.039, -0.304, 0.049, 0.041, 0.031, 0.096, 0.075, 0.044, 0.020, -0.343, -0.089, 0.070, 0.056, 0.114, 0.096, 0.083]}

# 2
{"formula": "C3H10N2O", "method": "the ωB97M-V functional and the def2-TZVPD basis", "smiles": "NCCNCO", "total_charge": 0, "symbols": ["N", "C", "C", "N", "C", "O", "H", "H", "H", "H", "H", "H", "H", "H", "H", "H"], "xyz": [[-1.8171, -0.7744, -1.4814], [-1.6341, 0.6257, -0.8188], [-0.5175, 0.5781, 0.4087], [0.9045, 0.3915, 0.0303], [1.7865, -0.0285, 0.9847], [3.1596, -0.3058, 0.5774], [-1.2809, -1.5920, -0.8861], [-2.7156, -0.9083, -1.2572], [-2.6621, 0.6686, -0.4051], [-1.5074, 1.3753, -1.6408], [-0.5324, 1.5055, 0.9945], [-0.8614, -0.4167, 1.0177], [1.0558, 0.3723, -0.9915], [1.8924, 0.7025, 1.7846], [1.4658, -0.9566, 1.5114], [3.2639, -1.2373, 0.1714]], "lowdin_charge": [-0.054, -0.199, -0.185, -0.104, -0.367, -0.091, 0.124, -0.041, 0.091, 0.098, 0.094, 0.138, 0.141, 0.117, 0.117, 0.122]}

| no. | E_HOMO (eV) | LUMO level (Eh) | molar mass (Da) |
| --- | --- | --- | --- |
| 1 | -8.08 | 0.02778 | 90.126 |
| 2 | -8.45 | 0.03243 | 90.126 |